Entry 1:
{
  "formula": "C4H12",
  "method": "ωB97M-V/def2-TZVPD",
  "elements": ["C", "C", "C", "C", "H", "H", "H", "H", "H", "H", "H", "H", "H", "H", "H", "H"],
  "xyz": [[-1.25, -0.36, 1.53], [1.24, 0.33, -1.45], [-0.04, -1.18, 1.89], [0.07, 1.16, -1.92], [0.34, 2.22, -1.94], [0.30, -1.08, 2.91], [1.28, 0.30, -0.32], [-0.80, 1.26, -1.23], [0.65, -0.70, 1.06], [-1.32, -0.26, 0.44], [-2.15, -0.97, 1.80], [2.10, 0.86, -1.77], [1.13, -0.70, -1.77], [0.03, -2.23, 1.57], [-0.34, 0.78, -2.86], [-1.22, 0.59, 2.05]],
  "lowdin_charge": [-0.0555, -0.0987, -0.0018, -0.1118, 0.0918, 0.1061, 0.0818, 0.0862, 0.1616, 0.0846, 0.1607, 0.0861, 0.0868, 0.1209, 0.0969, 0.1043],
  "multiplicity": 2,
  "relative_energy_kj_mol": 36.9,
  "homo_lumo_gap_ha": [0.49055, 0.17818],
  "homo_ev": [-16.409, -15.746],
  "total_charge": 1,
  "s2": 0.754
}



Entry 2:
{
  "formula": "C4H12",
  "method": "ωB97M-V/def2-TZVPD",
  "elements": ["C", "C", "C", "C", "H", "H", "H", "H", "H", "H", "H", "H", "H", "H", "H", "H"],
  "xyz": [[0.33, 1.80, 0.65], [1.17, 2.79, 1.43], [-0.33, -1.71, -0.76], [-1.16, -2.87, -1.31], [-1.34, -3.56, -0.46], [0.88, 0.86, 0.42], [0.68, -1.99, -0.48], [-0.83, -1.25, 0.09], [0.60, 3.74, 1.63], [2.03, 3.03, 0.78], [-2.06, -2.56, -1.70], [-0.59, 1.44, 1.28], [-0.19, -0.96, -1.54], [-0.60, -3.36, -2.09], [1.46, 2.41, 2.43], [-0.02, 2.20, -0.37]],
  "lowdin_charge": [-0.0688, -0.0536, -0.1198, -0.0817, 0.1131, 0.1361, 0.0808, 0.0673, 0.1612, 0.1167, 0.0526, 0.1521, 0.0958, 0.0836, 0.1212, 0.1436],
  "multiplicity": 2,
  "relative_energy_kj_mol": 81.2,
  "homo_lumo_gap_ha": [0.49151, 0.11317],
  "homo_ev": [-16.363, -15.050],
  "total_charge": 1,
  "s2": 0.753
}



Entry 3:
{
  "formula": "C4H12",
  "method": "ωB97M-V/def2-TZVPD",
  "elements": ["C", "C", "C", "C", "H", "H", "H", "H", "H", "H", "H", "H", "H", "H", "H", "H"],
  "xyz": [[-1.10, -0.68, -1.97], [0.25, -0.29, 1.69], [1.33, 0.31, 2.49], [-0.62, 0.72, -2.22], [2.10, -0.37, 2.94], [2.02, 0.89, 1.85], [-0.85, -1.38, -2.77], [0.46, 0.84, -1.95], [-1.22, 1.45, -1.69], [-0.55, 0.98, -3.29], [-2.14, -0.63, -1.67], [0.05, 0.23, 0.73], [-0.67, -0.49, 2.23], [0.63, -1.29, 1.29], [-0.60, -1.07, -1.05], [0.91, 0.78, 3.38]],
  "lowdin_charge": [-0.1251, -0.0485, -0.0262, -0.1367, 0.1700, 0.1359, 0.0872, 0.0946, 0.0739, 0.0977, 0.0890, 0.0985, 0.1048, 0.1871, 0.0659, 0.1318],
  "multiplicity": 2,
  "relative_energy_kj_mol": 52.6,
  "homo_lumo_gap_ha": [0.46596, 0.12543],
  "homo_ev": [-15.797, -14.792],
  "total_charge": 1,
  "s2": 0.753
}



Entry 4:
{
  "formula": "C4H12",
  "method": "ωB97M-V/def2-TZVPD",
  "elements": ["C", "C", "C", "C", "H", "H", "H", "H", "H", "H", "H", "H", "H", "H", "H", "H"],
  "xyz": [[0.41, 1.06, -1.84], [-0.95, -0.34, 1.54], [1.59, 1.01, -0.85], [-1.10, -1.77, 1.19], [-0.79, -2.46, 1.98], [-2.17, -1.86, 0.88], [1.58, 1.90, -0.22], [-0.59, -0.09, 2.55], [2.50, 1.08, -1.44], [0.29, 2.03, -2.28], [-0.53, 0.71, -1.41], [-0.59, -2.11, 0.26], [1.57, 0.10, -0.21], [0.65, 0.42, -2.69], [0.00, 0.02, 0.96], [-1.76, 0.38, 1.40]],
  "lowdin_charge": [-0.1509, -0.0007, -0.1419, 0.0014, 0.1328, 0.1556, 0.0712, 0.1306, 0.0847, 0.0758, 0.0459, 0.1574, 0.0665, 0.0737, 0.1796, 0.1182],
  "multiplicity": 2,
  "relative_energy_kj_mol": 48.2,
  "homo_lumo_gap_ha": [0.45458, 0.15788],
  "homo_ev": [-15.661, -15.628],
  "total_charge": 1,
  "s2": 0.753
}



Entry 5:
{
  "formula": "C4H12",
  "method": "ωB97M-V/def2-TZVPD",
  "elements": ["C", "C", "C", "C", "H", "H", "H", "H", "H", "H", "H", "H", "H", "H", "H", "H"],
  "xyz": [[1.81, -1.85, -1.09], [-0.38, 1.46, 1.30], [0.47, -1.23, -1.51], [-1.92, 1.58, 1.26], [2.02, -2.92, -1.22], [-2.23, 2.43, 0.68], [0.30, -0.15, -1.56], [0.40, -1.57, -2.55], [-0.18, -1.58, -0.67], [2.00, -1.60, -0.05], [2.44, -1.32, -1.86], [-2.43, 0.68, 0.90], [-2.27, 1.75, 2.28], [-0.13, 0.47, 1.67], [0.00, 2.14, 2.07], [0.09, 1.70, 0.35]],
  "lowdin_charge": [0.0418, -0.1736, 0.0583, -0.1580, 0.1395, 0.0617, 0.1375, 0.1422, 0.1674, 0.1232, 0.1715, 0.0583, 0.0679, 0.0452, 0.0740, 0.0429],
  "multiplicity": 2,
  "relative_energy_kj_mol": 39.2,
  "homo_lumo_gap_ha": [0.41548, 0.14234],
  "homo_ev": [-14.939, -14.932],
  "total_charge": 1,
  "s2": 0.752
}



Entry 6:
{
  "formula": "C4H12",
  "method": "ωB97M-V/def2-TZVPD",
  "elements": ["C", "C", "C", "C", "H", "H", "H", "H", "H", "H", "H", "H", "H", "H", "H", "H"],
  "xyz": [[-1.60, 0.14, 0.99], [1.64, 0.31, -0.17], [-1.78, 0.72, -0.38], [1.80, -1.13, -0.40], [1.49, 0.65, 0.87], [0.67, 0.61, -0.71], [-0.61, -0.29, 1.12], [-2.76, 0.97, -0.80], [-2.35, -0.64, 1.15], [1.28, -1.71, -1.22], [1.25, -1.77, 0.34], [2.82, -1.44, -0.63], [-1.47, 0.07, -1.23], [-1.79, 0.86, 1.77], [-1.26, 1.69, -0.46], [2.50, 0.82, -0.57]],
  "lowdin_charge": [-0.1351, -0.0328, -0.1584, -0.0044, 0.1411, 0.1443, 0.0344, 0.0967, 0.0877, 0.1885, 0.1557, 0.1336, 0.0777, 0.0814, 0.0850, 0.1045],
  "multiplicity": 2,
  "relative_energy_kj_mol": 42.7,
  "homo_lumo_gap_ha": [0.46886, 0.16889],
  "homo_ev": [-15.961, -15.591],
  "total_charge": 1,
  "s2": 0.753
}



Entry 7:
{
  "formula": "C4H12",
  "method": "ωB97M-V/def2-TZVPD",
  "elements": ["C", "C", "C", "C", "H", "H", "H", "H", "H", "H", "H", "H", "H", "H", "H", "H"],
  "xyz": [[0.22, -1.81, 1.91], [-0.40, 0.69, -1.83], [0.81, 1.74, -1.80], [-0.60, -0.53, 1.75], [1.07, 2.25, -2.73], [0.60, 2.40, -0.96], [-0.81, -0.33, 0.70], [-0.07, 0.33, 2.13], [-0.34, 0.21, -2.80], [0.06, -2.47, 1.05], [-0.44, -0.01, -1.00], [1.28, -1.60, 2.04], [-0.11, -2.39, 2.78], [1.56, 0.91, -1.66], [-1.25, 1.40, -1.74], [-1.58, -0.77, 2.18]],
  "lowdin_charge": [-0.1535, 0.0668, 0.0960, -0.1459, 0.1187, 0.1137, 0.0161, 0.0695, 0.1211, 0.0663, 0.0731, 0.0654, 0.0793, 0.1756, 0.1539, 0.0839],
  "multiplicity": 2,
  "relative_energy_kj_mol": 56.3,
  "homo_lumo_gap_ha": [0.42521, 0.13867],
  "homo_ev": [-15.088, -14.932],
  "total_charge": 1,
  "s2": 0.753
}



Entry 8:
{
  "formula": "C4H12BF4O4Tl",
  "method": "ωB97M-V/def2-TZVPD",
  "elements": ["Tl", "F", "F", "F", "F", "O", "O", "O", "O", "C", "C", "C", "C", "B", "H", "H", "H", "H", "H", "H", "H", "H", "H", "H", "H", "H"],
  "xyz": [[-1.28, 1.84, 0.45], [-7.99, 3.20, -1.56], [-6.70, 1.51, -0.65], [-6.09, 2.52, -2.43], [-7.93, 1.20, -2.49], [2.28, 1.98, 4.84], [3.86, 2.25, 2.39], [1.02, -1.89, -3.03], [-1.65, -2.88, -2.72], [4.45, 2.26, 3.74], [3.59, 1.54, 4.77], [0.64, -3.13, -3.60], [-0.59, -3.81, -2.91], [-7.16, 2.10, -1.77], [1.97, 1.63, 5.68], [0.26, -3.08, -4.62], [4.42, 3.31, 4.01], [-2.44, -3.05, -3.23], [5.49, 2.05, 3.52], [-0.40, -4.30, -1.96], [-0.93, -4.59, -3.60], [1.69, -1.42, -3.53], [1.35, -3.93, -3.45], [3.65, 0.48, 4.53], [4.59, 2.48, 1.82], [3.92, 1.73, 5.79]],
  "lowdin_charge": [0.9876, 0.3015, 0.2761, 0.3066, 0.3054, 0.0411, 0.0102, -0.0017, 0.0707, -0.1165, -0.2097, -0.1542, -0.1480, -1.3168, 0.1227, 0.1362, 0.1553, 0.1288, 0.1468, 0.1494, 0.1389, 0.1134, 0.1448, 0.1576, 0.1028, 0.1513],
  "multiplicity": 1,
  "relative_energy_kj_mol": 378.5,
  "homo_lumo_gap_ha": 0.04689,
  "homo_ev": -15.455,
  "total_charge": 2
}



Entry 9:
{
  "formula": "C4H12Br2N3",
  "method": "ωB97M-V/def2-TZVPD",
  "elements": ["Br", "Br", "N", "N", "N", "C", "C", "C", "C", "H", "H", "H", "H", "H", "H", "H", "H", "H", "H", "H", "H"],
  "xyz": [[2.58, -0.51, -1.09], [1.69, -0.24, 2.38], [-3.31, 0.32, -1.34], [-1.44, -0.96, -1.81], [-1.37, 0.64, -0.13], [-1.94, 1.69, 0.70], [-2.04, 0.00, -1.09], [3.51, -1.27, 0.42], [3.46, -0.38, 1.64], [-2.80, 1.33, 1.28], [-1.17, 2.04, 1.40], [-1.97, -1.44, -2.54], [-3.77, 1.05, -0.79], [-2.27, 2.55, 0.09], [-0.47, -1.20, -1.62], [4.56, -1.42, 0.10], [4.11, -0.79, 2.43], [3.80, 0.65, 1.42], [-3.83, -0.16, -2.07], [3.07, -2.26, 0.61], [-0.40, 0.37, 0.03]],
  "lowdin_charge": [0.6255, 0.6209, 0.2073, 0.2010, 0.0418, -0.0444, -0.4443, -0.7065, -0.7103, 0.1021, 0.1023, 0.1416, 0.1253, 0.1019, 0.0987, 0.0770, 0.0770, 0.0689, 0.1450, 0.0679, 0.1011],
  "multiplicity": 1,
  "relative_energy_kj_mol": 10.2,
  "homo_lumo_gap_ha": 0.38234,
  "homo_ev": -13.187,
  "total_charge": 1
}



Entry 10:
{
  "formula": "C4H12BrN2O",
  "method": "ωB97M-V/def2-TZVPD",
  "elements": ["Br", "O", "N", "N", "C", "C", "C", "C", "H", "H", "H", "H", "H", "H", "H", "H", "H", "H", "H", "H"],
  "xyz": [[-2.08, -0.69, 0.35], [1.94, -1.81, 0.47], [0.35, -1.17, -1.52], [0.37, 1.52, 0.86], [0.92, 0.31, 0.30], [0.05, -0.12, -0.85], [1.41, -0.77, 1.29], [-2.71, 0.91, -0.58], [2.84, -1.69, 0.57], [1.88, 0.66, -0.35], [-3.13, 0.67, -1.61], [0.02, -1.49, -2.42], [-3.38, 1.24, 0.15], [-0.52, 0.58, -1.48], [2.03, -0.18, 2.02], [0.71, -1.35, 1.83], [-1.94, 1.56, -0.59], [-0.57, 1.64, 1.20], [0.97, 2.03, 1.47], [0.82, -1.84, -1.11]],
  "lowdin_charge": [0.8690, -0.0363, 0.1926, 0.0470, -0.3716, -0.2436, -0.1696, -0.3716, 0.0694, 0.2213, 0.0907, 0.1613, -0.0003, 0.1304, 0.1532, 0.1075, -0.0405, 0.0593, 0.0856, 0.0462],
  "multiplicity": 1,
  "homo_lumo_gap_ha": 0.34401,
  "homo_ev": -13.373,
  "total_charge": 1
}



Entry 11:
{
  "formula": "C4H12BrNO2S",
  "method": "ωB97M-V/def2-TZVPD",
  "elements": ["Br", "S", "O", "O", "N", "C", "C", "C", "C", "H", "H", "H", "H", "H", "H", "H", "H", "H", "H", "H", "H"],
  "xyz": [[-0.47, 4.84, 3.53], [-0.07, 1.56, -1.41], [0.22, 3.31, 2.28], [0.54, 3.03, 0.67], [0.29, 0.02, -2.12], [-0.56, -3.06, -0.18], [0.73, -1.00, -1.15], [0.49, 1.72, 0.39], [-0.38, -1.50, -0.16], [-1.35, -1.02, -0.33], [-1.43, 1.60, -1.34], [1.64, -0.69, -0.62], [1.03, -1.88, -1.75], [0.68, 2.58, 2.77], [-0.32, 1.27, 1.01], [0.07, -3.55, -0.94], [-0.02, -1.27, 0.86], [-1.61, -3.35, -0.39], [-0.34, -3.50, 0.80], [1.44, 1.20, 0.61], [-0.57, -0.32, -2.57]],
  "lowdin_charge": [0.1870, 1.1232, -0.5352, -0.2672, -0.3283, -0.1000, -0.2795, -0.5217, -0.2337, 0.1017, 0.0093, 0.1074, 0.1096, 0.0439, 0.0924, 0.0653, 0.0987, 0.0704, 0.0717, 0.1024, 0.0824],
  "multiplicity": 1,
  "homo_lumo_gap_ha": 0.23836,
  "homo_ev": -7.005
}



Entry 12:
{
  "formula": "C4H12ClNSi",
  "method": "ωB97M-V/def2-TZVPD",
  "elements": ["Cl", "Si", "N", "C", "C", "C", "C", "H", "H", "H", "H", "H", "H", "H", "H", "H", "H", "H", "H"],
  "xyz": [[3.32, -1.22, -1.24], [0.48, 0.05, -0.54], [1.18, 1.28, 0.40], [2.42, 1.96, 0.07], [-1.02, -0.70, 0.37], [-1.06, -2.16, 0.20], [-2.25, 0.05, -0.03], [-1.92, -2.65, 0.79], [0.54, 1.68, 1.05], [-0.25, -2.73, 0.64], [0.56, 0.10, -2.05], [-1.13, -2.38, -0.80], [2.76, 2.37, 1.06], [-0.91, -0.45, 1.40], [3.07, 1.24, -0.32], [-2.65, 0.69, 0.74], [-3.04, -0.60, -0.38], [2.04, 2.75, -0.52], [-2.15, 0.71, -0.85]],
  "lowdin_charge": [0.0703, 0.6136, -0.2625, -0.1661, -0.5608, -0.1712, -0.1485, 0.1112, 0.0602, 0.0683, -0.0541, 0.0392, 0.0974, 0.0840, -0.0225, 0.0735, 0.0736, 0.0626, 0.0317],
  "multiplicity": 3,
  "relative_energy_kj_mol": 66.3,
  "homo_lumo_gap_ha": [0.23818, 0.20009],
  "homo_ev": [-5.579, -9.291],
  "s2": 2.005
}